(1)
# C42H90F9N5O6

A 8-piece molecular cluster, C42H90F9N5O6 overall at a distorted geometry (the ωB97M-V functional and the def2-TZVPD basis, the OMol25 dataset).

Atoms and positions in Å:
C (-0.6960, -4.8052, -2.9041)
C (-1.8936, -5.2272, -2.0535)
O (-1.2719, -5.4681, -0.8294)
C (-1.9290, -6.0690, 0.1713)
O (-3.0417, -6.6734, -0.0150)
C (-1.2565, -5.9795, 1.5710)
F (-0.9924, -7.1490, 2.0679)
F (-0.1734, -5.1087, 1.5850)
F (-2.2149, -5.4874, 2.3607)
H (-0.9986, -4.3386, -3.8416)
H (-0.0838, -5.6808, -3.1202)
H (-0.1156, -3.9749, -2.5019)
H (-2.5381, -5.9930, -2.4853)
H (-2.5697, -4.4070, -1.8122)
C (0.5987, -0.3617, -7.9740)
C (1.6934, 0.7577, -7.9483)
O (1.3213, 1.7452, -7.0428)
C (1.4435, 1.6557, -5.6769)
O (1.9641, 0.6872, -5.0775)
C (1.2180, 3.0006, -5.0130)
F (0.2647, 3.6659, -5.6873)
F (0.7692, 2.7688, -3.7408)
F (2.3985, 3.6573, -5.0247)
H (0.9134, -1.1108, -8.7006)
H (-0.3989, 0.0286, -8.1757)
H (0.6129, -0.8721, -7.0110)
H (1.7982, 1.3150, -8.8792)
H (2.6815, 0.3157, -7.8202)
C (4.7159, -1.2511, -4.5274)
C (3.8486, -1.6416, -3.3345)
O (4.5107, -1.2176, -2.1139)
C (5.5291, -1.8450, -1.3711)
O (6.1086, -2.8919, -1.7131)
C (5.8784, -1.0805, -0.0639)
F (6.4526, -1.9629, 0.8132)
F (6.7182, -0.0811, -0.2576)
F (4.7357, -0.5687, 0.4483)
H (4.8988, -0.1789, -4.4578)
H (4.2294, -1.3057, -5.5013)
H (5.7080, -1.7026, -4.5268)
H (3.5316, -2.6840, -3.3686)
H (2.8986, -1.1107, -3.2742)
C (2.9546, -4.3107, 0.0504)
C (2.8903, -5.0949, -1.2050)
N (3.6947, -6.3738, -1.2169)
C (3.3373, -7.2627, -0.1490)
C (1.8309, -7.5306, 0.0653)
C (5.1202, -6.1696, -1.3414)
C (5.8955, -7.4934, -1.6483)
H (2.6631, -4.8216, 0.9681)
H (2.3136, -3.4334, -0.0366)
H (3.9863, -4.0067, 0.2270)
H (1.8341, -5.3335, -1.3302)
H (3.3083, -4.5486, -2.0505)
H (3.7342, -8.2471, -0.3968)
H (3.9024, -6.9448, 0.7272)
H (1.4673, -7.9674, -0.8648)
H (1.7379, -8.1023, 0.9887)
H (1.2803, -6.6007, 0.2068)
H (5.6196, -5.7724, -0.4577)
H (5.3234, -5.3982, -2.0841)
H (5.7836, -7.7950, -2.6898)
H (5.6130, -8.3919, -1.0996)
H (6.9718, -7.4221, -1.4911)
C (-4.2684, 3.9767, 2.2387)
C (-5.1869, 3.6053, 1.0413)
N (-5.6455, 2.2167, 1.0826)
C (-7.0034, 2.1787, 1.5411)
C (-7.4206, 0.7500, 1.8019)
C (-5.5221, 1.7164, -0.2805)
C (-4.1091, 1.2356, -0.6446)
H (-3.6098, 4.8316, 2.0857)
H (-3.6496, 3.1130, 2.4820)
H (-4.7615, 4.2099, 3.1824)
H (-5.9785, 4.3449, 0.9208)
H (-4.6815, 3.7432, 0.0855)
H (-7.0337, 2.7181, 2.4878)
H (-7.6634, 2.7205, 0.8636)
H (-6.6813, 0.3323, 2.4853)
H (-8.3715, 0.7774, 2.3340)
H (-7.5259, 0.1443, 0.9018)
H (-5.9158, 2.4369, -0.9974)
H (-6.1749, 0.8559, -0.4269)
H (-3.8192, 0.4039, -0.0024)
H (-3.2700, 1.9138, -0.4890)
H (-4.1336, 0.9326, -1.6914)
C (-3.9936, 0.7027, 4.3639)
C (-3.1261, 1.7620, 5.0003)
N (-2.3723, 1.1259, 6.0695)
C (-1.8989, 2.1318, 7.0624)
C (-3.0945, 2.6693, 7.8449)
C (-1.1449, 0.5627, 5.4357)
C (-0.4034, -0.5290, 6.1615)
H (-4.3570, 1.1400, 3.4340)
H (-4.8250, 0.4169, 5.0082)
H (-3.3528, -0.0777, 3.9533)
H (-2.3641, 2.1945, 4.3519)
H (-3.7327, 2.6125, 5.3113)
H (-1.3256, 1.5824, 7.8092)
H (-1.3306, 2.9396, 6.6012)
H (-2.7372, 3.4383, 8.5297)
H (-3.8100, 3.1672, 7.1905)
H (-3.5406, 1.8772, 8.4463)
H (-0.3865, 1.2753, 5.1116)
H (-1.3743, -0.0367, 4.5547)
H (-1.0056, -1.4367, 6.1998)
H (-0.0277, -0.1943, 7.1284)
H (0.4753, -0.8298, 5.5909)
C (-0.3441, 6.5106, 1.6742)
C (-0.2375, 5.6221, 0.4529)
N (0.7664, 6.2616, -0.4261)
C (0.5543, 6.1177, -1.8776)
C (-0.6859, 6.8978, -2.4443)
C (2.1587, 5.8937, 0.0326)
C (3.0977, 6.8969, -0.4946)
H (0.5547, 6.3773, 2.2763)
H (-1.2517, 6.2161, 2.2012)
H (-0.5843, 7.5507, 1.4537)
H (0.0124, 4.5881, 0.6904)
H (-1.2012, 5.5824, -0.0548)
H (0.5903, 5.0698, -2.1754)
H (1.2925, 6.6336, -2.4917)
H (-0.6622, 7.9401, -2.1261)
H (-1.5996, 6.5371, -1.9720)
H (-0.7921, 7.0034, -3.5239)
H (2.2398, 5.8441, 1.1184)
H (2.3756, 4.8888, -0.3295)
H (3.2690, 6.7477, -1.5607)
H (2.7608, 7.9157, -0.3036)
H (4.0524, 6.6970, -0.0081)
C (0.7317, 1.8067, 2.1574)
C (-0.1857, 1.1156, 1.1291)
N (0.4299, -0.1688, 0.7925)
C (-0.4709, -1.0760, 0.0470)
C (-1.4148, -1.8929, 0.9741)
C (1.7206, -0.0404, 0.0939)
C (1.5809, 0.4418, -1.3837)
H (1.5337, 1.2022, 2.5811)
H (0.1316, 2.3280, 2.9032)
H (1.1877, 2.7449, 1.8411)
H (-1.1120, 0.8990, 1.6612)
H (-0.4844, 1.8716, 0.4029)
H (-1.0055, -0.5349, -0.7336)
H (0.2246, -1.7945, -0.3867)
H (-2.0810, -1.1539, 1.4194)
H (-1.8588, -2.7062, 0.4001)
H (-0.8392, -2.2963, 1.8072)
H (2.2659, -0.9820, 0.1592)
H (2.2301, 0.7332, 0.6683)
H (0.9952, 1.3609, -1.3657)
H (1.1469, -0.3792, -1.9544)
H (2.5325, 0.7300, -1.8304)

Properties
**Energy relative to the best compared isomer or geometry (same formula, charge and spin)**: 2.505 eV
**Calculated total energy**: -89202.0826 eV

---

(2)
# C42H93N15O12

A 15-piece molecular cluster, C42H93N15O12 overall at a distorted geometry (the ωB97M-V functional and the def2-TZVPD basis, the OMol25 dataset).

Atoms and positions in Å:
C (-6.6632, -4.7524, 6.0164)
C (-5.8670, -3.4904, 5.8020)
O (-5.4974, -2.7577, 6.7405)
N (-5.5307, -3.1376, 4.5730)
C (-4.7561, -1.9209, 4.1956)
H (-7.3577, -4.8242, 5.1793)
H (-7.3034, -4.5986, 6.8851)
H (-5.8857, -5.5103, 6.1117)
H (-5.8490, -3.7892, 3.8700)
H (-5.2945, -1.4560, 3.3697)
H (-3.7460, -2.1321, 3.8444)
H (-4.7435, -1.2332, 5.0412)
C (-5.1240, 2.7137, 1.9580)
C (-5.8284, 3.8952, 1.2306)
O (-6.6945, 4.5832, 1.8235)
N (-5.5565, 4.0495, -0.0591)
C (-6.1211, 5.0894, -0.8920)
H (-4.8871, 3.0882, 2.9538)
H (-4.1103, 2.4455, 1.6604)
H (-5.6812, 1.7796, 2.0300)
H (-4.9423, 3.4473, -0.5885)
H (-5.5281, 5.9932, -0.7518)
H (-7.1556, 5.2933, -0.6155)
H (-6.0811, 4.7472, -1.9261)
C (-1.2845, -5.6106, -2.8472)
C (-1.7604, -6.5949, -1.7599)
O (-2.9789, -6.9159, -1.6495)
N (-0.8328, -7.0527, -0.9872)
C (-1.0978, -8.0151, 0.0478)
H (-0.3006, -5.2079, -2.6068)
H (-1.9737, -4.7772, -2.7111)
H (-1.4063, -6.1388, -3.7929)
H (0.0877, -6.6512, -1.0950)
H (-0.9971, -7.6082, 1.0540)
H (-0.4395, -8.8839, 0.0470)
H (-2.1351, -8.3439, 0.1105)
C (-2.7373, -0.0903, -1.7365)
C (-3.6697, 0.9343, -2.4017)
O (-4.0175, 1.8903, -1.7239)
N (-4.0323, 0.6804, -3.6746)
C (-4.9250, 1.5542, -4.4022)
H (-3.1457, -1.0951, -1.8446)
H (-2.5742, 0.0946, -0.6748)
H (-1.7538, -0.1113, -2.2060)
H (-3.7799, -0.2241, -4.0466)
H (-5.2433, 1.0339, -5.3056)
H (-4.3868, 2.4801, -4.6050)
H (-5.7326, 1.7112, -3.6873)
C (-1.4694, -3.2547, 2.4492)
C (-1.6985, -3.0393, 0.9552)
O (-2.6743, -2.4192, 0.6148)
N (-0.8993, -3.3431, -0.0335)
C (0.4118, -3.9390, 0.1403)
H (-0.6978, -4.0212, 2.5213)
H (-2.3369, -3.5479, 3.0405)
H (-1.0138, -2.3477, 2.8466)
H (-1.1923, -3.2108, -0.9910)
H (0.2376, -4.9195, 0.5834)
H (1.0506, -3.3972, 0.8379)
H (0.8928, -3.9072, -0.8373)
C (-3.0541, 2.0165, 5.9247)
C (-2.8442, 0.4402, 6.1585)
O (-3.5520, -0.2024, 6.9431)
N (-1.8071, -0.1102, 5.5933)
C (-1.0600, 0.4834, 4.4735)
H (-2.2046, 2.6263, 6.2322)
H (-3.8467, 2.4953, 6.4998)
H (-3.3763, 2.2249, 4.9045)
H (-1.6244, -1.0920, 5.7439)
H (-0.2062, -0.1258, 4.1767)
H (-0.7402, 1.4861, 4.7571)
H (-1.7430, 0.5727, 3.6288)
C (2.9036, 0.0110, 4.5052)
C (4.0176, 0.9803, 4.3757)
O (3.7886, 2.1750, 4.3355)
N (5.2395, 0.4440, 4.2535)
C (6.4459, 1.2266, 3.8798)
H (2.3079, 0.3492, 5.3530)
H (3.2547, -1.0203, 4.5385)
H (2.2629, 0.1631, 3.6366)
H (5.2525, -0.5644, 4.3091)
H (6.8826, 0.7441, 3.0054)
H (7.0235, 1.1565, 4.8015)
H (6.1788, 2.2650, 3.6837)
C (1.8063, 6.2472, -0.6611)
C (1.4348, 4.9097, -0.0912)
O (1.1672, 3.9691, -0.8090)
N (1.4560, 4.7170, 1.2294)
C (1.1678, 3.3787, 1.7884)
H (0.9337, 6.5377, -1.2462)
H (2.6614, 6.2539, -1.3370)
H (1.9341, 7.0459, 0.0695)
H (1.7638, 5.5017, 1.7859)
H (2.0320, 2.7146, 1.7726)
H (0.4725, 2.7783, 1.2017)
H (0.7553, 3.4253, 2.7962)
C (5.8063, -4.5725, -4.0734)
C (6.8039, -3.9635, -3.1088)
O (8.0186, -4.0672, -3.2850)
N (6.3778, -3.4901, -1.9184)
C (5.0882, -3.7727, -1.2979)
H (6.2701, -4.9769, -4.9731)
H (5.0711, -3.8076, -4.3233)
H (5.2453, -5.4063, -3.6512)
H (7.1567, -3.2755, -1.3124)
H (4.2586, -3.1546, -1.6413)
H (5.0976, -3.7448, -0.2083)
H (4.6825, -4.7699, -1.4689)
C (1.8894, -2.2001, -3.9208)
C (0.4672, -1.7228, -3.8414)
O (-0.3500, -2.5939, -3.5247)
N (0.0165, -0.5435, -4.2707)
C (0.8552, 0.3655, -5.0073)
H (1.9439, -3.2458, -3.6181)
H (2.4366, -1.4666, -3.3285)
H (2.3043, -2.1282, -4.9262)
H (-0.9775, -0.3822, -4.1938)
H (1.3210, -0.0952, -5.8785)
H (1.5073, 0.8729, -4.2964)
H (0.2990, 1.1572, -5.5093)
C (-1.4042, 3.1827, -3.5973)
C (-0.2692, 3.8990, -4.2338)
O (-0.2691, 4.2743, -5.4355)
N (0.8345, 4.0652, -3.5321)
C (2.0488, 4.5841, -4.0430)
H (-1.2772, 2.1152, -3.7772)
H (-2.3544, 3.4781, -4.0423)
H (-1.4456, 3.2891, -2.5133)
H (0.8809, 3.8555, -2.5452)
H (1.8330, 5.1867, -4.9253)
H (2.8799, 3.9119, -4.2565)
H (2.4461, 5.3374, -3.3628)
C (5.2943, 0.6011, -3.7591)
C (4.5787, 1.0663, -2.5030)
O (3.7296, 0.4003, -1.9225)
N (4.8611, 2.3115, -2.1500)
C (4.3343, 3.0536, -1.0517)
H (6.3119, 0.9855, -3.8285)
H (4.8113, 0.9100, -4.6861)
H (5.4105, -0.4821, -3.7936)
H (5.4781, 2.8586, -2.7331)
H (4.1023, 4.1074, -1.2058)
H (5.1337, 3.1178, -0.3135)
H (3.5167, 2.6117, -0.4822)
C (4.8100, -0.1229, 0.7256)
C (3.9007, -1.2283, 1.0788)
N (3.2374, -2.1714, 1.3579)
H (5.2436, 0.2012, 1.6717)
H (4.2714, 0.7491, 0.3546)
H (5.5739, -0.4036, 0.0004)
C (-2.3305, 4.2783, 0.3041)
C (-2.0963, 4.1344, 1.7626)
N (-1.9210, 3.9298, 2.9063)
H (-2.8195, 3.3878, -0.0909)
H (-1.3773, 4.5253, -0.1631)
H (-3.1028, 5.0471, 0.3303)
C (0.8389, 0.0419, -0.7934)
C (-0.0001, 0.2012, 0.4232)
N (-0.6667, 0.3738, 1.3940)
H (1.8831, -0.1296, -0.5315)
H (0.6327, 0.8645, -1.4780)
H (0.4937, -0.8728, -1.2753)

Properties
**Energy relative to the best compared isomer or geometry (same formula, charge and spin)**: 1.866 eV
**Calculated total energy**: -91985.4222 eV

---

Q: energy relative to the best compared isomer or geometry (same formula, charge and spin) of number 1 (C42H90F9N5O6)?
A: 2.505 eV